C28H50BF5N2O10S | the ωB97M-V functional and the def2-TZVPD basis

```
! wB97M-V def2-TZVPD RIJCOSX def2/J DEFGRID3
* xyz 0 1
O -2.401 -6.398 3.991
B -1.219 -7.004 4.324
O -1.085 -7.721 5.502
O -0.115 -6.973 3.463
C 0.460 -5.747 3.293
C 0.689 -5.263 2.050
C 1.327 -4.015 1.820
C 1.531 -3.629 0.380
F 2.439 -2.612 0.298
F 2.097 -4.690 -0.261
C 0.273 -3.201 -0.333
C -0.033 -3.653 -1.604
C -1.210 -3.239 -2.197
C -2.081 -2.387 -1.551
C -1.760 -1.921 -0.288
C -2.639 -0.978 0.481
F -3.273 -1.594 1.482
F -3.530 -0.359 -0.280
F -1.876 -0.017 1.062
C -0.586 -2.333 0.316
C 1.725 -3.211 2.833
C 1.500 -3.684 4.149
N 1.836 -3.065 5.279
S 1.404 -3.995 6.501
N 0.762 -5.237 5.690
C 0.881 -4.942 4.401
H -2.688 -5.770 4.659
H -0.767 -7.155 6.214
H 0.371 -5.855 1.206
H 0.629 -4.334 -2.113
H -1.453 -3.619 -3.179
H -3.002 -2.077 -2.017
H -0.339 -1.975 1.304
H 2.189 -2.257 2.652
C -1.197 -7.508 -3.210
C -2.652 -7.081 -3.251
O -2.837 -5.915 -4.052
H -0.576 -6.701 -2.818
H -1.063 -8.390 -2.581
H -0.834 -7.742 -4.214
H -3.005 -6.831 -2.252
H -3.278 -7.890 -3.641
H -2.545 -6.121 -4.945
C -0.795 3.049 -0.445
C -0.522 4.017 0.689
O -1.606 4.063 1.616
H -1.706 3.330 -0.976
H 0.035 3.033 -1.152
H -0.947 2.037 -0.063
H -0.393 5.030 0.309
H 0.393 3.732 1.222
H -1.725 3.176 1.969
C 3.505 1.620 0.463
C 3.545 1.913 -1.025
O 2.756 3.058 -1.353
H 2.477 1.456 0.790
H 4.095 0.734 0.703
H 3.900 2.464 1.034
H 3.133 1.078 -1.589
H 4.575 2.076 -1.358
H 3.112 3.812 -0.873
C 0.562 5.661 -2.660
C 0.644 4.949 -3.992
O 1.976 4.514 -4.261
H 1.229 6.523 -2.641
H -0.452 6.002 -2.454
H 0.877 4.987 -1.860
H 0.353 5.613 -4.806
H -0.026 4.081 -4.004
H 2.236 3.919 -3.547
C 2.320 -10.217 5.360
C 1.409 -11.374 5.725
O 0.476 -10.991 6.729
H 2.860 -9.866 6.241
H 3.046 -10.507 4.598
H 1.735 -9.376 4.981
H 1.986 -12.207 6.126
H 0.866 -11.728 4.842
H -0.043 -10.265 6.369
C -2.166 9.281 -5.132
C -1.785 9.339 -3.664
O -0.772 8.381 -3.355
H -2.521 8.283 -5.393
H -2.949 10.004 -5.364
H -1.300 9.495 -5.763
H -2.644 9.107 -3.036
H -1.423 10.336 -3.403
H -0.004 8.584 -3.897
C -0.114 12.819 -0.282
C -0.690 12.171 -1.527
O -0.233 12.821 -2.712
H -0.389 13.873 -0.242
H -0.478 12.326 0.621
H 0.977 12.766 -0.290
H -1.777 12.239 -1.528
H -0.413 11.112 -1.572
H 0.727 12.756 -2.730
*
```

Results
* orbital gap: 8.283 eV
* lowest unoccupied orbital energy: -1.1 eV
* highest occupied orbital energy: -9.421 eV
* E_tot: -78403.76346 eV

=====

C28H50Cl26F7N5O6P | the ωB97M-V functional and the def2-TZVPD basis

```
! wB97M-V def2-TZVPD RIJCOSX def2/J DEFGRID3
* xyz 1 1
C 5.194 -2.478 -1.485
C 4.269 -1.639 -2.313
O 3.639 -2.075 -3.232
O 4.155 -0.260 -2.013
C 3.244 0.066 -1.036
O 2.146 0.452 -1.311
C 3.782 -0.050 0.359
N 2.742 0.208 1.344
C 1.535 -0.526 1.187
N 1.608 -1.852 0.914
C 1.116 -2.383 -0.411
C 0.344 -3.703 -0.331
O -0.806 -3.726 -0.716
N 1.019 -4.859 0.068
C 0.084 -6.007 0.016
C 1.561 -4.800 1.441
N 0.412 0.111 1.347
C 0.372 1.591 1.526
C -0.851 2.126 2.237
C -0.641 3.636 2.379
O -0.974 1.553 3.530
P -1.214 -0.682 1.346
N -0.935 -2.194 2.069
O -1.419 -0.926 -0.246
C 3.206 0.346 2.696
F 2.183 0.288 3.562
F 3.775 1.566 2.822
C 4.281 -0.675 3.169
F 5.492 -0.287 2.733
F 4.038 -1.911 2.672
C 4.382 -0.816 4.719
F 3.359 -1.527 5.200
F 4.445 0.371 5.311
F 5.496 -1.506 4.976
H 5.621 -3.278 -2.071
H 4.613 -2.937 -0.684
H 5.944 -1.859 -1.002
H 4.547 0.717 0.469
H 4.324 -0.989 0.459
H 2.555 -2.176 1.039
H 0.557 -1.647 -0.966
H 2.007 -2.610 -0.996
H 0.636 -6.873 0.362
H -0.303 -6.162 -0.979
H -0.715 -5.843 0.740
H 1.917 -5.779 1.730
H 2.417 -4.132 1.473
H 0.830 -4.421 2.152
H 0.381 2.017 0.523
H 1.245 1.962 2.039
H -1.762 2.029 1.656
H -0.787 4.061 1.393
H 0.333 3.888 2.782
H -1.460 4.005 2.981
H -1.799 1.061 3.550
H -0.096 -2.245 2.631
H -1.755 -2.471 2.589
H -2.110 -1.603 -0.314
C 6.605 2.864 4.145
Cl 8.145 2.075 4.497
Cl 6.741 4.053 2.845
H 5.896 2.107 3.843
H 6.260 3.369 5.039
C -1.858 0.664 -3.514
Cl -1.906 1.616 -2.029
Cl -3.009 -0.682 -3.453
H -2.112 1.302 -4.352
H -0.860 0.261 -3.633
C -5.520 1.111 -0.404
Cl -7.021 0.198 -0.254
Cl -4.534 1.001 1.067
H -4.946 0.708 -1.229
H -5.758 2.153 -0.578
C -1.964 -3.248 -5.916
Cl -0.974 -2.971 -7.354
Cl -3.312 -4.341 -6.241
H -1.340 -3.687 -5.147
H -2.362 -2.299 -5.581
C -2.804 -6.876 3.592
Cl -1.310 -6.951 4.532
Cl -2.558 -6.029 2.054
H -3.135 -7.885 3.379
H -3.551 -6.343 4.167
C -4.982 -6.590 -8.504
Cl -6.649 -6.472 -7.920
Cl -4.683 -8.116 -9.337
H -4.794 -5.772 -9.190
H -4.316 -6.532 -7.653
C -0.660 6.463 -0.859
Cl -2.223 5.687 -0.556
Cl 0.425 6.321 0.533
H -0.195 5.982 -1.711
H -0.830 7.514 -1.062
C -2.062 6.605 5.326
Cl -2.890 5.088 5.707
Cl -1.621 6.700 3.617
H -2.724 7.430 5.560
H -1.159 6.664 5.920
C 2.728 0.812 8.277
Cl 3.014 1.073 9.997
Cl 1.651 2.038 7.592
H 3.678 0.859 7.758
H 2.273 -0.162 8.144
C 2.988 -2.262 -7.358
Cl 3.950 -1.736 -8.742
Cl 3.276 -3.958 -6.953
H 3.254 -1.654 -6.502
H 1.939 -2.141 -7.599
C -1.546 10.732 -1.273
Cl -1.524 9.426 -2.470
Cl -0.270 10.522 -0.066
H -1.394 11.670 -1.784
H -2.506 10.723 -0.773
C -5.203 12.793 -1.695
Cl -3.612 13.042 -2.429
Cl -5.356 11.182 -0.980
H -5.342 13.532 -0.916
H -5.957 12.903 -2.464
C -5.652 -8.853 -5.080
Cl -3.961 -8.444 -5.406
Cl -5.803 -10.379 -4.203
H -6.088 -8.064 -4.480
H -6.172 -8.942 -6.027
*
```

Results
* orbital gap: 8.405 eV
* lowest unoccupied orbital energy: -3.4 eV
* highest occupied orbital energy: -11.812 eV
* energy above the lowest of the compared OMol25 structures with the same formula, charge and spin: 0.0 kJ/mol
* E_tot: -403471.55628 eV

=====

C28H50DyP2Si | the ωB97M-V functional and the def2-TZVPD basis

```
! wB97M-V def2-TZVPD RIJCOSX def2/J DEFGRID3
* xyz 1 6
Dy -0.742 0.021 -0.219
C 1.945 2.613 -0.299
C 0.635 3.158 -0.164
C 1.214 2.172 1.836
C 2.268 1.940 0.913
C 0.192 2.910 1.172
C 2.873 2.834 -1.429
H 2.343 3.101 -2.351
H 3.492 1.946 -1.616
H 3.566 3.665 -1.213
C 3.437 1.083 1.186
H 4.118 1.052 0.327
H 3.091 0.057 1.404
H 3.996 1.444 2.064
C 1.184 1.664 3.218
H 2.120 1.902 3.747
H 1.080 0.570 3.193
H 0.341 2.080 3.780
C -1.026 3.466 1.806
H -0.904 4.539 2.037
H -1.243 2.951 2.749
H -1.910 3.367 1.164
C -0.097 3.944 -1.185
H 0.143 5.020 -1.119
H -1.187 3.853 -1.067
H 0.148 3.616 -2.206
C -1.071 -2.287 -2.400
C -0.812 -1.526 -3.724
C -1.913 -0.616 -4.302
C -2.910 0.091 -3.342
C -2.298 0.450 -1.944
C -3.002 -0.311 -0.754
C -3.164 -1.845 -0.841
C -2.556 -2.556 -2.045
H -2.509 -1.261 -4.973
H -3.820 -0.495 -3.169
H -1.449 0.146 -4.951
H -3.182 -2.435 -2.944
H -0.697 -3.315 -2.587
H -0.480 -2.200 -4.536
H -2.622 -3.638 -1.854
H -2.793 -2.342 0.075
H -4.008 0.113 -0.811
H -4.251 -2.053 -0.837
H -3.199 1.037 -3.829
H -2.425 1.544 -1.798
P 0.845 -1.020 -3.134
C 2.345 -1.923 -3.430
C 0.948 0.741 -3.352
P -3.075 0.285 1.246
C 0.022 -1.580 -1.600
C -4.195 1.731 1.149
C -3.942 -1.029 2.156
H 2.794 -2.216 -2.464
H 3.062 -1.269 -3.958
H 2.175 -2.830 -4.037
H -0.019 1.259 -3.435
H 1.494 0.902 -4.298
H 1.517 1.184 -2.523
H -4.372 -1.794 1.491
H -4.726 -0.584 2.785
H -3.192 -1.505 2.809
H 0.694 -2.266 -1.040
H -1.191 0.279 -2.150
H -4.198 2.205 2.143
H -5.218 1.434 0.867
H -3.819 2.479 0.432
C 3.154 -1.000 4.658
Si 2.538 -2.290 3.444
C 4.023 -3.036 2.591
C 1.549 -3.595 4.340
C 1.405 -1.553 2.210
C 0.585 -1.109 1.373
H 3.758 -1.493 5.430
H 2.325 -0.482 5.154
H 3.782 -0.239 4.176
H 4.687 -3.488 3.337
H 3.718 -3.813 1.880
H 4.592 -2.281 2.035
H 0.661 -3.142 4.801
H 1.203 -4.361 3.633
H 2.156 -4.072 5.119
*
```

Results
* orbital gap (spin up / spin down): 5.468 / 5.560 eV
* lowest unoccupied orbital energy (spin up / spin down): -2.8 / -2.7 eV
* highest occupied orbital energy (spin up / spin down): -8.258 / -8.284 eV
* energy above the lowest of the compared OMol25 structures with the same formula, charge and spin: 0.0 kJ/mol
* expectation value of S²: 9.344
* E_tot: -80374.16264 eV